Entry 1:
# C31H46BrN3OP2W

C31H46BrN3OP2W as an isolated structure (the ωB97M-V functional and the def2-TZVPD basis, OMol25).

```
! wB97M-V def2-TZVPD RIJCOSX def2/J DEFGRID3
* xyz 4 3
N 4.8488 2.3756 2.0276
C 4.8475 1.0748 1.7227
C 3.9809 0.5282 0.7679
C 3.0727 1.3909 0.1283
C 3.0939 2.7653 0.4441
C 4.0125 3.2066 1.4080
C 2.1383 0.8746 -0.8791
W -0.0756 -0.0331 -0.3612
P -2.0362 -0.9961 -1.3162
C 0.9630 1.6603 -1.2677
C 0.5110 1.5447 -2.6578
C -0.3316 2.5680 -3.1591
C -1.0524 2.3146 -4.3125
C -0.9619 1.0190 -4.8295
C 0.0715 0.1377 -4.5531
C 0.8417 0.4123 -3.4198
Br -2.4477 0.3378 -5.9306
H 2.6028 0.1872 -1.5963
H 0.6735 2.5638 -0.7274
H 4.0452 -0.5272 0.5029
H 2.4674 3.4907 -0.0751
H 5.5707 0.4317 2.2312
H 4.0594 4.2723 1.6554
H -0.4086 3.5120 -2.6179
H 1.6188 -0.2886 -3.1187
H -1.6856 3.0600 -4.7841
H 0.2636 -0.7193 -5.1920
P -0.8571 1.0718 1.5322
C -1.3560 -2.3138 -2.3912
C -2.1744 -2.6172 -3.6538
H -1.2362 -3.2176 -1.7696
H -0.3362 -2.0205 -2.6892
H -1.7141 -3.4551 -4.1963
H -3.2083 -2.9025 -3.4267
H -2.1880 -1.7607 -4.3418
C -2.8721 0.2744 -2.3084
C -4.2817 -0.0387 -2.8334
H -2.2060 0.4468 -3.1571
H -2.8656 1.2220 -1.7476
H -4.5990 0.7667 -3.5089
H -4.3061 -0.9718 -3.4080
H -5.0029 -0.0986 -2.0118
C -3.2928 -1.7050 -0.1944
C -4.1440 -2.8261 -0.7938
H -3.9217 -0.8712 0.1587
H -2.7545 -2.0692 0.6929
H -4.8697 -3.1734 -0.0465
H -4.7121 -2.4895 -1.6688
H -3.5322 -3.6880 -1.0844
C -1.3963 0.3083 3.1489
C -2.6894 -0.4969 3.1655
H -1.4672 1.1307 3.8805
H -0.5586 -0.3177 3.4889
H -3.0482 -0.5909 4.1999
H -3.4944 -0.0309 2.5867
H -2.5450 -1.5160 2.7923
C -2.3736 2.0832 1.1442
C -2.1493 3.2073 0.1391
H -2.7354 2.4898 2.1042
H -3.1459 1.3830 0.7900
H -3.0857 3.7679 0.0043
H -1.3862 3.9211 0.4776
H -1.8457 2.8394 -0.8513
C 0.2410 2.3952 2.2510
C 1.2589 1.9279 3.2945
H -0.4082 3.1795 2.6778
H 0.7703 2.8702 1.4116
H 1.8791 2.7773 3.6111
H 0.7829 1.5189 4.1929
H 1.9361 1.1692 2.8846
N 4.3626 -4.9775 0.0297
C 3.8194 -3.7462 -0.2138
O 4.4582 -2.8555 -0.7729
C 2.4232 -3.5161 0.2723
C 1.7346 -4.3704 1.1416
C 0.5293 -3.9233 1.6684
C 0.0315 -2.6586 1.3450
N 0.6335 -1.8813 0.3974
C 1.8234 -2.3150 -0.1368
H 5.2858 -5.1562 -0.3388
H 3.8558 -5.7452 0.4389
H 2.1385 -5.3488 1.3997
H -0.0416 -4.5474 2.3528
H -0.8706 -2.2605 1.8162
H 2.2651 -1.6607 -0.8933
*
```

Its frontier orbital gap (alpha / beta) is 0.170 / 0.182 hartree. Its expectation value of S² is 2.2390. Its HOMO energy (alpha / beta) is -19.91 / -19.89 eV. Its energy above the lowest of the compared OMol25 structures with the same formula, charge and spin is 0.0 kcal/mol. The LUMO energy (alpha / beta) is -15.30 / -14.94 eV.

Here are the Mulliken charges for atoms 1 to 4, given in e: number 1, N, carries -0.35; number 2, C, carries -0.66; number 3, C, carries -0.28; number 4, C, carries -0.17

Entry 2:
# C8H24N2OSi

A 2-piece molecular cluster, C8H24N2OSi overall (the ωB97M-V functional and the def2-TZVPD basis, OMol25).

```
! wB97M-V def2-TZVPD RIJCOSX def2/J DEFGRID3
* xyz 2 1
C 2.8278 2.0108 -0.0167
C -2.5814 -2.4437 -0.6295
C 1.1838 -1.3329 -0.5236
C -0.8873 2.6835 -0.6773
C -1.8397 0.4737 2.2548
C 2.7695 0.6106 -0.6127
C -2.7441 -0.9532 -0.8887
C 2.1951 -0.4318 0.2455
N -3.9867 -0.4401 -0.0085
N 3.3551 -1.3802 0.6637
O -1.5950 1.3493 -0.7107
Si -2.0600 0.2607 0.3734
H 3.3830 2.0992 0.8593
H 3.3699 2.6794 -0.7330
H 1.9308 2.5367 0.0853
H -1.6779 -2.7532 -1.1636
H -2.4060 -2.5866 0.4275
H -3.5575 -2.8489 -0.8739
H 1.7514 -1.8962 -1.3072
H 0.3334 -0.8401 -1.0829
H 0.8082 -1.9723 0.2209
H -0.8836 3.1374 0.2749
H -1.4442 3.2846 -1.5045
H 0.0898 2.5878 -0.9847
H -1.8414 -0.4260 2.8074
H -0.8714 0.8116 2.4965
H -2.4127 1.3099 2.5729
H 2.2075 0.7437 -1.5630
H 3.7024 0.1984 -0.9162
H -2.8602 -0.6259 -1.8624
H -4.6483 -1.1250 0.3385
H 1.8097 -0.1053 1.1112
H -4.5024 0.1952 -0.5904
H 3.2894 -2.0943 1.3782
H 3.5734 -2.0299 -0.1109
H 4.2196 -0.6869 0.6505
*
```

Its frontier orbital gap is 0.386 hartree. Its HOMO energy is -16.65 eV. Its energy above the lowest of the compared OMol25 structures with the same formula, charge and spin is 12.8 kcal/mol. The LUMO energy is -6.15 eV.

Here are the Mulliken charges for atoms 1 to 4, given in e: number 1, C, carries -1.39; number 2, C, carries -1.21; number 3, C, carries -1.58; number 4, C, carries -0.64

Entry 3:
# C4H5N3

C4H5N3 in the gas phase (the ωB97M-V functional and the def2-TZVPD basis, OMol25).

```
! wB97M-V def2-TZVPD RIJCOSX def2/J DEFGRID3
* xyz 0 1
N 2.2234 -1.1668 1.0947
C 1.6085 -0.6501 0.2605
C 0.8817 0.1306 -0.7755
C -1.6530 -1.4851 -0.1107
N -1.5172 -0.3136 0.3341
C -1.0994 0.8768 0.3854
N 0.1184 1.2285 -0.2131
H 1.6329 0.5346 -1.4512
H 0.2041 -0.4983 -1.3796
H -1.3725 -2.2080 0.6761
H -1.6870 1.6627 0.8468
H 0.6603 1.8888 0.3325
*
```

Its frontier orbital gap is 0.319 hartree. Its HOMO energy is -7.99 eV. Its energy above the lowest of the compared OMol25 structures with the same formula, charge and spin is 87.8 kcal/mol. The LUMO energy is 0.69 eV.

Here are the Mulliken charges for atoms 1 to 4, given in e: number 1, N, carries -0.40; number 2, C, carries 0.45; number 3, C, carries -0.70; number 4, C, carries -0.35

Entry 4:
# C6H12N2

C6H12N2 in the gas phase (the ωB97M-V functional and the def2-TZVPD basis, OMol25).

```
! wB97M-V def2-TZVPD RIJCOSX def2/J DEFGRID3
* xyz 0 1
C 0.5109 -1.5299 -0.3079
C 0.5299 -0.1691 -0.1657
C 1.8843 0.5042 0.1330
N 3.0917 -0.4477 0.2562
C -0.6618 0.5973 -0.3215
C -0.5370 1.9679 -0.0087
C -2.0151 -0.0301 -0.4927
N -2.8186 -0.6699 0.7390
H -0.4092 -2.1870 -0.5722
H 1.4396 -2.1411 -0.3061
H 2.1768 1.3550 -0.4283
H 1.4980 0.7093 1.1309
H 3.5293 -0.2828 -0.8118
H 3.7388 -0.1036 0.9712
H -1.3723 2.6214 0.0844
H 0.3685 2.2894 0.4819
H -2.7126 0.7141 -0.7645
H -2.0586 -0.8283 -1.3470
H -2.3544 -1.5717 1.1101
H -4.0224 -0.7937 0.4659
*
```

Its frontier orbital gap is 0.330 hartree. Its HOMO energy is -8.42 eV. The SMILES is C=C(CN)C(=C)CN. Its energy above the lowest of the compared OMol25 structures with the same formula, charge and spin is 101.5 kcal/mol. The LUMO energy is 0.55 eV.

Here are the Mulliken charges for atoms 1 to 4, given in e: number 1, C, carries -1.11; number 2, C, carries 0.75; number 3, C, carries -0.87; number 4, N, carries -0.65

Entry 5:
# FNO3PbS2

FNO3PbS2 as an isolated structure (the ωB97M-V functional and the def2-TZVPD basis, OMol25).

```
! wB97M-V def2-TZVPD RIJCOSX def2/J DEFGRID3
* xyz 0 1
Pb 0.1048 -0.5084 2.1869
F 2.2565 0.0784 1.0517
N 0.0396 0.4366 -1.1320
S -1.3006 1.1074 -0.2593
O -2.4679 0.6167 -1.0461
O -1.2965 0.3285 1.1118
S 0.8472 -0.7173 -0.5002
O 1.8169 -1.3420 -1.4128
*
```

Its frontier orbital gap is 0.293 hartree. Its HOMO energy is -10.02 eV. Its energy above the lowest of the compared OMol25 structures with the same formula, charge and spin is 7.3 kcal/mol. The LUMO energy is -2.06 eV.

Here are the Mulliken charges for atoms 1 to 4, given in e: number 1, Pb, carries 1.03; number 2, F, carries -0.65; number 3, N, carries -0.21; number 4, S, carries 0.69

Entry 6:
# C60H40O26

A 10-piece molecular cluster, C60H40O26 overall (the ωB97M-V functional and the def2-TZVPD basis, OMol25).

```
! wB97M-V def2-TZVPD RIJCOSX def2/J DEFGRID3
* xyz 0 1
O -4.0964 3.1931 -2.3644
C -4.9841 3.4821 -1.5616
C -6.0144 4.3983 -2.0714
C -6.9347 4.8646 -1.1971
O -7.7943 5.8360 -1.5346
C -7.0348 4.2608 0.1898
O -7.8139 4.7419 1.0307
C -6.0331 3.3529 0.6311
C -5.0584 2.9876 -0.2065
O -4.0795 2.2104 0.2383
H -5.8323 4.6934 -3.0984
H -8.2371 5.9942 -0.6412
H -5.8462 3.2954 1.7220
H -3.2680 2.2556 -0.3344
O -2.1524 1.1563 -4.3847
C -1.0653 0.8506 -3.9219
C -0.7208 -0.5274 -3.7352
C 0.4120 -0.8883 -3.2209
O 0.6751 -2.1628 -2.8895
C 1.5006 0.1861 -2.9924
O 2.5516 -0.2142 -2.5781
C 1.1176 1.5850 -3.0989
C -0.0790 1.9464 -3.5765
O -0.4055 3.1976 -3.7414
H -1.5569 -1.1918 -3.8976
H 1.5546 -2.1103 -2.4231
H 1.8869 2.1419 -2.6647
H -1.3302 3.2777 -3.9595
O 3.9841 1.5493 5.5395
C 3.9908 1.7980 4.3552
C 3.4316 3.0169 3.7442
C 3.3758 3.1043 2.4423
O 2.7027 4.1531 1.8039
C 3.8459 1.9555 1.5707
O 3.7611 2.1652 0.3773
C 4.4420 0.7894 2.1262
C 4.6022 0.7097 3.4618
O 5.0287 -0.3177 4.1601
H 3.1168 3.7619 4.4099
H 2.8289 4.1606 0.8601
H 4.7035 -0.0187 1.4474
H 4.8015 0.0364 5.1177
O 3.5401 -3.1082 -2.7708
C 3.7310 -4.2570 -2.4438
C 4.9361 -4.9140 -2.9652
C 5.1751 -6.1931 -2.6412
C 4.1715 -6.9630 -1.7184
O 4.3757 -8.1300 -1.4814
C 3.0251 -6.1875 -1.1203
C 2.7566 -4.9367 -1.5731
H 5.5278 -4.2563 -3.5363
H 6.0539 -6.8033 -2.9837
H 2.4073 -6.6250 -0.3778
H 1.8999 -4.4461 -1.1033
O -2.8344 -2.9694 3.1479
C -2.1708 -4.0171 3.0165
C -2.9112 -5.3066 2.7411
C -2.3241 -6.4160 2.4318
C -0.8216 -6.4557 2.3958
O -0.2004 -7.4508 2.2199
C -0.0688 -5.1470 2.7785
C -0.6778 -4.0321 3.0614
H -3.9766 -5.2698 2.8759
H -2.8115 -7.3765 2.2189
H 0.9954 -5.3226 2.8958
H -0.1519 -3.1935 3.4901
O -3.2601 -2.9430 0.0738
C -4.3406 -2.4016 -0.0725
C -5.1386 -2.0200 1.2103
C -6.1905 -1.1716 1.1138
C -6.6296 -0.6167 -0.1793
O -7.5048 0.2157 -0.2722
C -5.8770 -1.0424 -1.3865
C -4.8654 -1.9369 -1.3381
H -4.6965 -2.2621 2.1879
H -6.6388 -0.7989 1.9794
H -6.2136 -0.5363 -2.3099
H -4.3004 -2.2259 -2.2301
O -2.3140 3.8517 2.0407
C -1.7864 2.9207 2.6025
C -2.5966 1.6579 3.0697
C -1.9565 0.6024 3.5887
C -0.4399 0.6616 3.8017
O 0.1660 -0.3598 4.1065
C 0.2707 1.9334 3.5279
C -0.3315 2.8342 2.7906
H -3.6627 1.6494 2.8425
H -2.3929 -0.4050 3.8000
H 1.3513 1.8863 3.7171
H 0.2243 3.7034 2.4005
O 5.8455 -4.2608 1.1041
C 6.0879 -3.2761 0.4615
C 5.0763 -2.3064 -0.0078
C 5.3590 -1.4782 -1.0586
C 6.8009 -1.3905 -1.5479
O 7.1581 -0.5062 -2.3240
C 7.7661 -2.2770 -0.9449
C 7.5410 -3.0717 0.0363
H 4.0227 -2.3763 0.3028
H 4.7277 -0.6736 -1.4249
H 8.7255 -2.2834 -1.3575
H 8.2027 -3.7746 0.4960
O 1.3495 3.8992 -0.8154
C 0.6464 4.7698 -1.2808
C 1.3541 5.7593 -2.1080
C 0.5974 6.6176 -2.8797
C -0.8424 6.5001 -2.9468
O -1.5143 7.1093 -3.7447
C -1.5115 5.5070 -2.0611
C -0.8217 4.7390 -1.1804
H 2.4635 5.7920 -2.1864
H 1.0488 7.3663 -3.5130
H -2.5661 5.3500 -2.2084
H -1.3178 4.0231 -0.4924
O -1.3033 1.8178 -0.8253
C -0.7880 0.9017 -0.2033
C -1.5046 -0.3247 0.1174
C -0.8633 -1.4646 0.2852
C 0.6920 -1.4656 0.2870
O 1.3994 -2.4222 0.3212
C 1.3897 -0.0983 0.2544
C 0.7032 1.0112 0.0638
H -2.6229 -0.2815 -0.0435
H -1.3528 -2.4114 0.3853
H 2.4670 -0.1226 0.3444
H 1.0852 2.0066 -0.0621
*
```

Its frontier orbital gap is 0.280 hartree. Its HOMO energy is -9.54 eV. The SMILES is O=C1C=C(O)C(=O)C=C1O.O=C1C=C(O)C(=O)C=C1O.O=C1C=C(O)C(=O)C=C1O.O=C1C=CC(=O)C=C1.O=C1C=CC(=O)C=C1.O=C1C=CC(=O)C=C1.O=C1C=CC(=O)C=C1.O=C1C=CC(=O)C=C1.O=C1C=CC(=O)C=C1.O=C1C=CC(=O)C=C1. The LUMO energy is -1.91 eV.

Here are the Mulliken charges for atoms 1 to 4, given in e: number 1, O, carries -0.53; number 2, C, carries 0.86; number 3, C, carries -0.98; number 4, C, carries 0.27

Question: What is the formula in the second record?
Answer: C8H24N2OSi

Question: Number 4 is which compound?
Answer: C6H12N2